84
Properties=species:S:1:pos:R:3:forces:R:3:mulliken_charge:R:1 method="wB97M-V/def2-TZVPD" total_charge=+4 homo_lumo_gap_ha="0.137 / 0.137"
Ti 0.9099 -0.3257 -0.9539 -3.82 -1.36 1.49 -0.828
P -2.8043 -1.8781 2.4705 -0.32 0.46 1.01 1.002
P 2.1799 -1.7035 0.7490 1.13 -1.37 1.07 1.741
P -1.6997 0.5695 -1.6284 -1.15 0.90 -0.49 1.206
H 2.7454 -2.0536 -1.9703 -0.09 0.36 -0.23 0.505
C 1.9755 -1.3498 -2.2975 0.76 0.00 -0.92 -0.909
C 2.2101 0.0968 -2.3355 1.05 -0.70 -1.40 -0.527
H 3.1863 0.4776 -2.0267 -0.14 -0.04 0.06 0.305
C -4.2173 -2.3126 3.5041 -0.23 -0.35 -0.27 -1.095
C -1.2748 -2.0926 3.3984 0.27 -0.26 -0.13 -0.791
C -2.9124 -0.1335 2.0158 -0.13 0.13 -0.52 -0.731
C 3.8590 -2.3028 0.3492 0.28 0.29 -0.51 -1.567
C 2.4259 -1.0693 2.4329 -0.30 0.67 0.33 -0.957
C 1.3971 -3.3208 1.0982 -0.68 -0.12 -0.30 -0.923
C -1.7184 0.8739 -3.4376 0.54 -0.17 -0.25 -1.648
C -2.4756 2.1229 -1.0343 0.37 0.48 0.62 -1.080
C -3.2200 -0.4751 -1.4932 0.09 -0.69 0.10 -1.091
H 1.3388 -1.7824 -3.0744 0.29 0.18 0.06 0.411
H 1.7800 0.6432 -3.1809 0.10 0.04 0.12 0.363
H -4.4502 -1.5064 4.2126 0.24 -0.09 -0.20 0.437
H -4.0113 -3.2323 4.0697 -0.02 0.20 -0.18 0.406
H -5.1001 -2.4803 2.8709 0.19 0.05 0.17 0.413
H -1.4385 -1.8987 4.4695 -0.08 -0.04 -0.34 0.505
H -0.5065 -1.3998 3.0283 -0.23 -0.17 0.07 -0.170
H -0.9234 -3.1248 3.2712 -0.05 0.21 0.23 0.477
H -3.0109 0.5069 2.9064 0.05 -0.43 -0.09 0.557
H -3.7872 0.0442 1.3777 0.15 -0.07 0.23 0.350
H -2.0111 0.1820 1.4735 -0.14 -0.11 0.11 -0.155
H 4.4750 -2.2339 1.2557 -0.13 -0.06 -0.39 0.467
H 4.2940 -1.6806 -0.4385 0.26 -0.20 0.17 0.426
H 3.8279 -3.3494 0.0180 0.01 0.34 -0.01 0.455
H 1.8466 -1.6918 3.1294 0.21 0.34 -0.08 0.487
H 2.0995 -0.0219 2.4853 0.15 -0.36 0.29 -0.286
H 3.4925 -1.1414 2.6919 -0.45 0.12 -0.01 0.540
H 1.8409 -3.7730 1.9999 -0.06 0.21 -0.38 0.580
H 1.5390 -3.9952 0.2430 0.02 0.10 0.21 0.481
H 0.3200 -3.1692 1.2340 0.27 -0.21 0.22 -0.393
H -2.5007 1.6108 -3.6709 0.23 -0.35 0.00 0.541
H -1.9330 -0.0668 -3.9616 0.08 0.30 -0.06 0.445
H -0.7463 1.2581 -3.7724 -0.30 0.02 -0.07 0.328
H -2.7427 2.7482 -1.8962 0.09 -0.16 0.28 0.575
H -1.7663 2.6679 -0.4090 -0.37 0.02 -0.16 -0.198
H -3.3842 1.9031 -0.4598 0.32 0.09 -0.19 0.481
H -3.6622 -0.5915 -2.4901 0.02 0.04 0.25 0.476
H -3.9666 -0.0111 -0.8359 0.30 -0.15 -0.31 0.568
H -2.9817 -1.4637 -1.0956 -0.38 0.08 -0.09 -0.084
C -1.0470 -2.9888 -1.4449 1.06 3.60 3.97 0.859
C -1.5084 -4.2504 -0.9734 -1.75 -2.45 -0.11 -0.158
C -2.1849 -5.1069 -1.8330 0.82 0.09 2.82 -0.807
C -2.2867 -4.8100 -3.1893 -0.70 -0.64 -0.41 -0.263
C -1.7223 -3.6540 -3.7028 1.98 2.94 0.23 -1.167
C -1.0571 -2.7532 -2.8575 -0.84 -0.68 -2.64 -0.336
O -0.8206 -2.0579 -0.5282 0.16 -3.11 -3.95 0.183
H -2.7650 -2.7209 1.3198 -0.06 0.54 0.49 -0.115
H -1.4306 -4.4509 0.0941 0.01 -0.11 -0.27 0.524
H -2.6313 -6.0108 -1.4228 0.10 0.08 -0.20 0.500
H -2.8327 -5.4840 -3.8482 0.10 -0.01 0.02 0.514
H -1.7567 -3.4255 -4.7631 -0.10 -0.12 0.05 0.540
H -0.5911 -1.8596 -3.2585 -0.32 -0.10 -0.01 0.414
C -0.8821 5.0038 0.4973 -0.19 -0.01 0.14 -1.499
C 0.3700 4.5720 -0.2202 0.58 0.08 0.04 -0.175
O 0.3036 3.1170 -0.5356 0.77 -2.53 -0.19 -0.249
P 1.2617 1.8771 0.0102 1.03 7.36 2.39 1.491
O 1.0012 2.0443 1.6469 0.32 -1.53 -2.42 -0.191
C 1.9272 2.5367 2.6677 0.50 -0.03 0.30 -0.268
C 1.6091 3.9645 3.0105 0.17 0.32 -0.01 -1.274
O 2.7687 2.5238 -0.1787 -1.73 -1.50 0.11 -0.301
C 3.1322 3.1761 -1.4560 0.20 0.33 -0.10 0.063
C 4.6311 3.3204 -1.4709 0.22 0.02 0.02 -1.431
H -1.7673 4.8898 -0.1359 0.15 0.02 0.09 0.433
H -0.8178 6.0665 0.7626 0.11 -0.21 -0.10 0.404
H -1.0239 4.4383 1.4236 0.00 0.08 -0.13 0.262
H 0.4658 5.0728 -1.1921 0.00 -0.25 0.23 0.406
H 1.2840 4.7631 0.3634 -0.41 -0.13 -0.21 0.305
H 1.7976 1.8815 3.5396 -0.10 0.11 -0.31 0.417
H 2.9595 2.4363 2.3060 -0.30 -0.02 0.07 0.325
H 2.0538 4.6452 2.2794 -0.10 -0.02 0.17 0.292
H 0.5332 4.1517 3.0698 0.17 -0.13 0.09 0.213
H 2.0533 4.1905 3.9818 -0.04 0.08 -0.05 0.485
H 2.7846 2.5928 -2.3202 -0.05 0.08 0.37 0.227
H 2.6345 4.1529 -1.4827 0.10 -0.28 0.05 0.192
H 4.9811 3.9086 -0.6172 -0.09 -0.07 -0.16 0.345
H 5.1300 2.3479 -1.4444 -0.07 0.05 0.01 0.322
H 4.9455 3.8251 -2.3898 -0.09 -0.02 0.14 0.421

=====

92
Properties=species:S:1:pos:R:3:forces:R:3:mulliken_charge:R:1 method="wB97M-V/def2-TZVPD" total_charge=+1 homo_lumo_gap_ha=0.256
C -0.5501 7.2877 3.2441 0.99 -0.71 1.25 -0.981
C 1.0137 7.0131 2.9439 -2.12 1.03 -1.50 -0.387
O 1.4831 6.1655 4.0277 -0.48 0.31 -0.76 -0.057
N 2.8346 6.1170 4.0854 1.22 -0.48 1.48 -0.133
C 3.4485 5.6618 5.1668 1.84 -0.78 0.07 0.193
N 4.8953 5.7266 5.0635 -1.99 0.13 0.97 -0.355
C 5.4861 5.5453 6.4100 -1.38 -0.82 1.88 -0.501
C 4.2314 4.8553 7.1646 2.16 -0.99 1.13 -0.567
N 2.9369 5.1713 6.4367 3.06 -0.54 -2.11 0.051
C 2.2846 3.8191 6.4553 -3.08 -0.99 0.65 -0.816
C 0.8164 3.7672 5.8219 0.08 -1.09 -0.61 -0.596
C 0.9584 2.9944 4.3967 0.00 1.43 0.76 -0.407
C -0.0606 3.5255 3.2833 -0.37 -1.57 0.38 -0.686
N 0.6435 3.6776 1.9765 1.50 -1.09 0.36 -0.181
C 1.2690 2.4450 1.5324 0.12 -1.81 -0.18 0.650
C 2.7836 2.5060 0.9927 -0.34 0.25 0.48 -0.926
O 0.7244 1.3310 1.5777 0.90 3.20 0.38 -0.585
H -0.8797 8.3265 2.9489 0.43 -1.38 0.05 0.352
H -1.1677 6.4486 2.8065 0.57 1.29 0.30 0.280
H -0.6440 7.2088 4.3860 -0.03 0.25 -1.59 0.271
H 1.0525 6.4722 1.9323 0.39 0.62 1.50 0.302
H 1.5423 8.0142 2.8666 -0.22 -1.36 0.46 0.494
H 3.4355 6.4461 3.3117 -0.78 0.00 0.43 0.361
H 5.3128 5.2230 4.2779 -0.22 0.36 0.41 0.305
H 5.6820 6.4570 7.0574 0.27 -0.57 -1.78 0.237
H 6.3699 4.8212 6.3949 -1.25 1.28 -0.01 0.353
H 4.1142 5.0423 8.2741 0.20 0.44 -1.42 0.418
H 4.5645 3.7556 7.1523 -1.38 1.19 -0.35 0.258
H 2.1639 3.5435 7.5615 0.46 0.67 -1.52 0.420
H 2.8956 2.9863 5.9886 -0.34 1.25 0.40 0.435
H 0.3255 4.7823 5.7205 0.84 -1.13 0.11 0.241
H 0.1201 3.1344 6.4700 1.10 0.96 -0.65 0.494
H 0.8756 1.8814 4.6042 0.18 1.38 -0.58 0.456
H 2.0211 3.2459 4.0385 -1.40 -0.59 0.27 0.086
H -0.5618 4.4876 3.6037 0.69 -1.15 -0.53 0.166
H -0.8480 2.7107 3.1316 0.91 1.37 0.14 0.409
H 1.4166 4.3546 2.0757 -0.73 -0.38 -0.10 0.054
H 3.3123 3.4722 1.2913 -0.77 -1.03 -0.63 0.258
H 2.7920 2.3655 -0.1384 0.05 0.19 1.57 0.351
H 3.3731 1.6677 1.5032 -1.09 1.00 -0.89 0.267
O 1.4519 -3.1729 0.1803 -0.83 -3.28 2.63 -0.801
P 0.1834 -3.9315 -0.2130 -1.06 5.73 -6.96 0.861
O 0.5906 -4.2351 -1.7886 0.07 -0.47 0.75 -0.289
C 1.5667 -5.2314 -2.0561 0.16 -0.28 -0.29 -0.379
C 1.0487 -6.6265 -1.7551 -0.03 -0.06 0.13 -1.021
O -0.7783 -2.6042 -0.4662 -0.22 -0.87 0.99 -0.308
C -0.4389 -1.3375 0.0909 0.35 0.43 0.01 -0.371
C 0.4194 -0.5293 -0.8657 -0.02 0.15 -0.44 -0.569
O -1.2447 -4.8484 -0.4693 2.20 -1.00 2.92 0.038
C -1.6238 -5.7085 0.6072 -0.42 -0.34 0.32 -0.353
C -1.7738 -4.9661 1.9216 -0.09 0.12 -0.04 -1.142
H 2.4796 -5.0257 -1.4891 -0.01 0.04 -0.02 0.279
H 1.8131 -5.1589 -3.1180 -0.10 0.16 0.08 0.370
H 0.9636 -6.7789 -0.6741 0.02 -0.08 0.02 0.217
H 1.7298 -7.3861 -2.1446 -0.01 0.05 0.05 0.434
H 0.0588 -6.7806 -2.1890 0.10 0.05 -0.05 0.236
H 0.0473 -1.4598 1.0619 0.08 -0.01 -0.18 0.289
H -1.3726 -0.8009 0.2779 -0.08 -0.19 -0.10 0.436
H 1.2455 -1.1109 -1.2783 -0.02 -0.11 0.22 0.278
H 0.8251 0.3516 -0.3667 -0.09 -0.18 -0.08 -0.142
H -0.1795 -0.1958 -1.7200 0.01 -0.04 0.10 0.288
H -0.8852 -6.5100 0.7067 -0.10 -0.09 0.00 0.241
H -2.5754 -6.1704 0.3342 0.10 0.09 -0.16 0.360
H -0.8169 -4.5463 2.2518 0.07 -0.04 0.04 0.345
H -2.1310 -5.6395 2.7035 0.05 0.05 -0.03 0.415
H -2.4737 -4.1349 1.8191 -0.01 -0.08 -0.01 0.270
O -2.9893 -1.2660 -5.9809 -3.84 -1.34 1.33 -0.746
P -3.1274 -2.7872 -6.0666 8.56 -0.52 -3.16 1.160
O -1.7757 -3.1797 -5.1972 -0.89 0.08 0.10 -0.437
C -1.8059 -3.0079 -3.7858 0.22 -0.11 0.38 -0.155
C -2.7253 -4.0108 -3.1125 -0.23 0.05 0.01 -0.654
O -2.4998 -2.9614 -7.5925 -1.26 -0.19 0.22 -0.335
C -2.4396 -1.8556 -8.4866 0.18 0.40 -0.07 -0.332
C -1.1237 -1.1087 -8.3515 0.30 -0.10 -0.06 -1.032
O -3.4811 -4.4643 -6.1638 -2.63 2.15 1.27 -0.246
C -4.8563 -4.8173 -6.0077 -0.43 -0.34 -0.08 -0.201
C -5.7591 -4.0952 -6.9901 0.06 -0.03 -0.13 -1.139
H -2.1016 -1.9836 -3.5376 0.00 0.01 -0.02 0.173
H -0.7866 -3.1548 -3.4250 -0.07 0.03 -0.16 0.178
H -3.7736 -3.7693 -3.3213 -0.06 -0.02 0.00 0.261
H -2.5901 -3.9945 -2.0308 -0.01 0.09 -0.13 0.114
H -2.5405 -5.0230 -3.4788 0.08 0.08 0.02 0.240
H -3.2954 -1.1920 -8.3385 0.16 -0.01 0.11 0.320
H -2.5264 -2.2510 -9.5020 0.00 -0.20 0.12 0.358
H -0.8684 -0.9010 -7.3115 -0.25 0.05 -0.01 0.277
H -1.1582 -0.1651 -8.9001 0.00 -0.03 0.00 0.340
H -0.3046 -1.7120 -8.7563 -0.11 0.06 -0.01 0.282
H -5.1690 -4.6068 -4.9800 -0.05 -0.12 0.01 0.220
H -4.9339 -5.8962 -6.1604 0.19 0.07 0.02 0.362
H -5.7495 -3.0132 -6.8166 -0.04 0.04 0.06 0.351
H -6.7901 -4.4408 -6.8888 0.05 0.06 0.00 0.404
H -5.4262 -4.2613 -8.0161 -0.02 -0.05 0.06 0.273